The following is a quantum chemistry calculation of C26H29N3O2 in the gas phase at a distorted geometry, from the OMol25 dataset.

Results
Energy relative to the best compared isomer or geometry (same formula, charge and spin) (eV): 6.744
HOMO (Eh): -0.2561
Strongest force on any atom (Eh/bohr): 0.113
Structure (SMILES): CN(C)c1ccc(C(=C[C@@H](C[N+](=O)[O-])c2ccccc2)c2ccc(N(C)C)cc2)cc1
Frontier orbital gap (eV): 6.84
Net charge: 0

Bonds (Å) are listed after each position.
Element x y z (Å)
1 O 3.56312 0.65399 -2.39013  N3 1.280
2 O 3.99445 2.81362 -2.52475  N3 1.259
3 N 3.20188 1.87401 -2.25395  O1 1.280, O2 1.259, C23 1.397
4 N 2.37025 -4.58684 -0.94671  C14 1.464, C16 1.452, C22 1.368
5 N -5.87109 0.25420 1.01129  C24 1.463, C25 1.452, C28 1.355
6 C 0.20901 -2.12905 0.76506  C9 1.390, C31 1.445, H39 1.098
7 C 1.84709 4.05493 0.88696  C20 1.410, C21 1.424, H57 1.107
8 C -2.37145 1.27770 1.24249  C13 1.372, C15 1.404, H33 1.116
9 C 0.87248 -3.31427 0.47190  C6 1.390, C22 1.424, H42 1.092
10 C 0.30251 1.51679 0.08375  C12 1.433, C30 1.391, H49 1.079
11 C 3.89089 2.84107 0.40632  C17 1.391, C20 1.434, H48 1.093
12 C 1.67585 1.77358 -0.23373  C10 1.433, C20 1.498, C23 1.674, H32 1.113
13 C -3.72129 1.25149 1.48474  C8 1.372, C28 1.424, H45 1.083
14 C 2.49851 -5.67183 0.02763  N4 1.464, H34 1.105, H54 1.093, H55 1.098
15 C -1.73199 0.21826 0.57967  C8 1.404, C19 1.427, C30 1.439
16 C 2.86810 -4.87140 -2.28088  N4 1.452, H36 1.092, H53 1.089, H56 1.090
17 C 4.63619 3.94454 0.80894  C11 1.391, C26 1.380, H50 1.091
18 C -3.90211 -0.86012 0.27332  C19 1.391, C28 1.400, H59 1.080
19 C -2.52535 -0.85569 0.07558  C15 1.427, C18 1.391, H46 1.073
20 C 2.46370 2.93012 0.30152  C7 1.410, C11 1.434, C12 1.498
21 C 2.62334 5.17647 1.29541  C7 1.424, C26 1.422, H38 1.069
22 C 1.74002 -3.40839 -0.65355  N4 1.368, C9 1.424, C29 1.432
23 C 1.89301 2.14947 -1.85055  N3 1.397, C12 1.674, H35 1.117, H47 1.111
24 C -6.71899 -0.83849 0.53442  N5 1.463, H40 1.108, H41 1.108, H44 1.113
25 C -6.57700 1.40570 1.54514  N5 1.452, H37 1.095, H58 1.091, H60 1.099
26 C 4.04247 5.12008 1.22231  C17 1.380, C21 1.422, H43 1.103
27 C 1.24557 -1.07491 -1.15490  C29 1.396, C31 1.383, H52 1.112
28 C -4.51906 0.20967 0.93186  N5 1.355, C13 1.424, C18 1.400
29 C 1.95418 -2.24016 -1.45286  C22 1.432, C27 1.396, H51 1.113
30 C -0.35075 0.29298 0.18308  C10 1.391, C15 1.439, C31 1.483
31 C 0.37563 -0.97147 -0.08425  C6 1.445, C27 1.383, C30 1.483
32 H 2.32991 0.87594 -0.30300  C12 1.113
33 H -1.82563 2.18084 1.60591  C8 1.116
34 H 1.69104 -6.40787 -0.13550  C14 1.105
35 H 1.60491 3.14510 -2.26568  C23 1.117
36 H 2.32322 -4.29460 -3.03186  C16 1.092
37 H -6.03220 2.33216 1.33334  C25 1.095
38 H 2.16531 6.08574 1.62059  C21 1.069
39 H -0.37832 -2.07391 1.69161  C6 1.098
40 H -6.22384 -1.81363 0.70953  C24 1.108
41 H -7.64777 -0.74865 1.13205  C24 1.108
42 H 0.71464 -4.21900 1.06241  C9 1.092
43 H 4.64255 5.98855 1.54077  C26 1.103
44 H -6.94339 -0.70830 -0.54809  C24 1.113
45 H -4.24558 2.06353 1.97422  C13 1.083
46 H -2.07598 -1.62800 -0.51877  C19 1.073
47 H 1.23005 1.44225 -2.39305  C23 1.111
48 H 4.39286 1.87761 0.28388  C11 1.093
49 H -0.22473 2.37184 0.47825  C10 1.079
50 H 5.72233 3.87224 0.73158  C17 1.091
51 H 2.70455 -2.26369 -2.27441  C29 1.113
52 H 1.45812 -0.14546 -1.72767  C27 1.112
53 H 2.72278 -5.94326 -2.40901  C16 1.089
54 H 3.45732 -6.13788 -0.21232  C14 1.093
55 H 2.48915 -5.29440 1.05874  C14 1.098
56 H 3.93418 -4.64294 -2.29525  C16 1.090
57 H 0.76662 4.08724 1.12585  C7 1.107
58 H -7.54829 1.41539 1.04726  C25 1.091
59 H -4.47782 -1.63150 -0.21590  C18 1.080
60 H -6.70515 1.27862 2.62941  C25 1.099

These are the Löwdin partial charges, in e, on atoms 1 to 8: 0.028 0.065 -0.372 -0.219 -0.209 -0.018 -0.025 -0.030